Formula: C32H89BBrN15O9P5S
Source: the OMol25 dataset
Level of theory: ωB97M-V with the def2-TZVPD basis set

## Properties
LUMO level   0.480 eV
Relative energy (zero: lowest compared OMol25 entry of this formula, charge and spin)   430.4 kcal per mole
Charge   -1
Gap between HOMO and LUMO   4.85 eV
Largest force on an atom   9.23 eV/A

```
153
Properties=species:S:1:pos:R:3:forces:R:3
C 7.3014 1.2811 -0.6257 -0.200 0.126 0.300
C 5.8350 0.7444 -1.2182 0.695 -1.706 -3.841
O 5.8671 0.0507 -2.3586 -0.984 3.887 6.973
O 4.6388 1.1292 -0.4538 3.413 -2.402 -2.291
C 3.6182 0.0604 -0.4430 -1.434 -0.949 0.637
C 2.2060 0.4900 -1.2117 -0.541 -1.292 0.534
B 2.0302 2.1196 -1.5694 0.307 1.996 -0.439
O 3.0556 2.8869 -2.3618 -0.547 -3.600 1.293
N 0.8096 2.9476 -1.1337 1.063 0.555 -3.473
C -0.4863 2.3434 -1.6274 -1.987 -1.204 0.841
C 0.8819 4.3186 -1.8383 -0.370 1.371 -0.154
O 1.1942 -0.0217 -0.2283 0.916 0.742 -1.896
P 0.1243 -1.2933 -0.8547 -1.566 -1.506 -3.170
Br -0.6899 -1.9969 1.1509 -0.201 -0.360 2.025
O 0.4206 -0.8254 -2.5350 3.655 1.861 1.127
C 1.8318 -0.3218 -2.6254 -2.344 -3.759 -0.327
N 2.5701 -1.6408 -2.8769 0.651 2.232 0.400
N 1.7022 0.5816 -3.8698 7.843 -0.994 -4.769
C 2.7994 0.4450 -4.6839 -2.220 0.574 3.591
S 4.3500 0.3044 -5.4404 -4.884 0.514 1.926
H 8.1406 0.4584 -0.7746 -2.148 1.524 0.160
H 7.2203 1.5195 0.5273 0.050 -0.380 -2.474
H 7.6943 2.2394 -1.2131 -1.228 -2.052 1.249
H 4.0461 -0.9716 -0.7938 -0.791 2.140 0.371
H 3.3216 -0.0870 0.7041 0.524 0.571 -2.668
H 3.7812 2.2390 -2.6747 -1.681 1.501 0.843
H -0.3905 1.7048 -2.6086 -0.111 1.064 1.977
H -0.9196 1.6864 -0.7298 0.929 1.129 -2.344
H -1.3370 3.1489 -1.8529 2.134 -1.387 0.614
H 1.7803 4.9784 -1.4441 -1.696 -1.613 -0.996
H -0.0979 4.9656 -1.6226 1.999 -1.620 -0.155
H 0.9019 4.2027 -3.0263 0.251 0.268 2.502
H -1.0765 -0.4872 -0.8962 0.960 0.420 0.483
H -0.7191 -2.3487 -1.4316 0.028 0.277 0.196
H 1.1066 -2.3687 -0.8041 0.188 1.328 0.330
H 2.2270 -2.1170 -3.7395 0.375 0.787 0.991
H 3.6054 -1.5118 -2.8663 -1.114 -0.149 -0.411
O 0.5162 5.3348 3.0767 3.069 0.386 2.788
P 0.2117 4.1624 4.0412 -5.694 -1.809 -4.477
N 0.2155 3.0002 2.8082 1.037 -1.821 -0.994
C -0.8668 2.6284 1.9230 -0.584 0.026 0.098
C 1.5067 2.7928 2.1498 0.290 0.277 0.196
N -1.3371 4.7670 4.4384 -0.673 1.772 1.415
C -2.6059 4.2511 3.9699 -0.093 -0.643 0.486
C -1.4389 6.2250 4.5858 0.425 -0.108 -0.141
N -0.1382 2.8146 5.1500 0.962 1.480 1.245
C -0.2146 1.3902 4.8791 1.084 -0.568 -0.207
C -0.5350 3.1305 6.5194 0.639 0.360 0.215
H -0.6846 1.6361 1.4947 0.347 0.176 -0.055
H -1.0013 3.3508 1.1075 -0.097 -0.060 -0.046
H -1.8141 2.4967 2.4421 0.049 0.235 0.081
H 2.2306 2.4108 2.8770 0.208 0.040 0.126
H 1.9024 3.7207 1.7251 0.039 -0.003 -0.042
H 1.4603 2.0560 1.3402 -0.372 0.093 0.296
H -2.7543 4.4481 2.9042 -0.089 -0.065 -0.040
H -3.4463 4.7088 4.5076 0.254 0.184 0.007
H -2.7010 3.1819 4.1742 0.129 -0.039 -0.216
H -1.5592 6.7194 3.6160 0.075 0.111 -0.004
H -0.5446 6.6294 5.0725 -0.105 -0.052 -0.262
H -2.2869 6.5061 5.2209 -0.091 -0.313 -0.043
H -1.1737 1.1240 4.4246 0.080 0.147 -0.178
H -0.1176 0.7938 5.7947 -0.063 0.330 0.144
H 0.6015 1.0418 4.2394 -0.374 0.129 -0.102
H -1.6118 3.0262 6.6485 -0.181 -0.024 -0.033
H -0.2515 4.1540 6.7897 -0.235 -0.171 -0.159
H -0.0356 2.4803 7.2435 0.005 -0.120 -0.044
O -0.0065 -6.3807 0.4228 1.311 3.254 1.958
P -0.2352 -6.6184 1.9356 -2.599 -6.127 -2.055
N 0.7369 -8.0056 1.9784 2.245 -1.684 0.696
C 0.3721 -9.3668 1.6509 -0.470 0.094 0.129
C 2.1584 -7.7801 1.7099 -0.140 0.490 -0.110
N -1.9035 -6.9301 1.7306 -1.813 1.094 -0.310
C -2.5478 -8.2252 1.7862 0.057 0.120 0.870
C -2.5964 -6.0934 0.7419 0.389 0.319 -0.150
N -0.4982 -6.8918 3.6747 -0.135 1.962 -0.200
C 0.0895 -7.8868 4.5537 1.109 0.319 0.201
C -1.5350 -6.1146 4.3481 0.224 0.761 -0.122
H 1.0784 -10.0703 2.1063 0.238 0.184 -0.153
H 0.3448 -9.5386 0.5670 -0.066 -0.153 -0.040
H -0.5802 -9.6671 2.0833 -0.085 0.211 -0.170
H 2.5799 -7.1364 2.4888 0.113 0.145 -0.049
H 2.3197 -7.2982 0.7406 0.038 0.041 -0.016
H 2.7469 -8.7043 1.7178 -0.368 -0.018 0.117
H -2.2815 -8.8469 0.9265 0.018 -0.157 -0.052
H -3.6411 -8.1275 1.7934 0.157 0.272 -0.092
H -2.3142 -8.7467 2.7175 0.199 -0.113 -0.074
H -2.4599 -6.4765 -0.2749 0.022 0.086 -0.080
H -2.2253 -5.0632 0.7770 0.043 -0.257 -0.158
H -3.6720 -6.0386 0.9456 0.106 -0.242 0.233
H -0.4003 -8.8582 4.4365 0.035 -0.023 -0.186
H -0.0044 -7.6061 5.6100 -0.235 0.218 -0.166
H 1.1662 -7.9998 4.3967 -0.268 -0.158 -0.158
H -2.4348 -6.7103 4.4983 -0.129 -0.143 -0.014
H -1.8027 -5.2230 3.7699 -0.026 -0.332 0.037
H -1.1959 -5.7494 5.3219 0.080 -0.088 0.033
O -5.4238 6.0535 2.4625 0.285 0.465 -4.077
P -6.3081 7.2834 2.1416 -1.258 0.402 7.111
N -5.4513 8.3107 3.1816 1.549 2.046 0.647
C -5.6215 8.4884 4.6073 -0.490 -0.137 0.051
C -4.0625 8.5707 2.7977 0.005 -0.371 -0.419
N -7.7033 6.5795 2.8342 -1.446 -1.525 -0.633
C -8.2961 6.9244 4.1091 -0.389 0.671 -0.352
C -7.8816 5.1407 2.5979 0.375 -0.035 -0.198
N -7.3246 8.6973 1.7727 -0.071 -1.171 -1.662
C -7.1899 10.0737 2.2149 0.903 0.563 -0.581
C -8.5581 8.4851 1.0205 0.246 -0.281 -0.684
H -5.1920 9.4452 4.9257 0.275 -0.133 -0.171
H -5.1567 7.6781 5.1839 -0.039 0.028 0.159
H -6.6648 8.5824 4.9022 0.000 -0.253 -0.100
H -4.0408 9.0902 1.8341 0.117 -0.039 -0.137
H -3.4848 7.6460 2.7033 0.034 0.039 -0.022
H -3.5354 9.2146 3.5104 -0.375 -0.080 0.028
H -7.6675 6.6081 4.9465 0.033 0.045 0.126
H -9.2760 6.4465 4.2364 0.183 -0.121 -0.243
H -8.5039 7.9951 4.1750 0.217 0.041 0.082
H -7.2995 4.5420 3.3065 0.048 -0.101 -0.071
H -7.5721 4.8729 1.5816 0.092 0.016 0.306
H -8.9340 4.8468 2.6850 0.008 0.323 0.104
H -7.5688 10.2018 3.2333 0.125 -0.153 0.069
H -7.7512 10.7658 1.5750 -0.130 -0.330 -0.081
H -6.1572 10.4308 2.1621 -0.181 -0.177 0.256
H -9.4255 8.5006 1.6794 -0.097 -0.003 0.144
H -8.5418 7.5252 0.4921 -0.057 0.159 0.303
H -8.6960 9.2489 0.2496 0.048 0.091 0.058
O 3.1795 -4.2483 -5.8357 -2.121 -3.530 -0.426
P 4.0925 -5.1603 -6.6913 4.738 5.577 0.065
N 5.3900 -5.0689 -5.6054 1.722 -0.990 1.752
C 6.4074 -4.0449 -5.5080 0.013 0.264 -0.452
C 5.1512 -5.6765 -4.2949 -0.535 -0.066 -0.092
N 4.1672 -4.0380 -7.9785 -1.371 0.517 -1.606
C 5.2913 -3.1897 -8.3134 0.419 -0.592 -0.380
C 2.9209 -3.3204 -8.2779 -0.226 -0.125 0.370
N 5.1421 -6.2089 -7.6748 -1.882 -0.646 -0.444
C 6.4689 -6.7225 -7.3850 -0.051 -0.869 0.805
C 4.7163 -6.5357 -9.0329 -0.651 -0.368 0.122
H 7.2844 -4.4290 -4.9746 -0.245 -0.091 0.231
H 6.0420 -3.1458 -4.9948 0.128 0.101 -0.022
H 6.8184 -3.7610 -6.4748 -0.263 0.074 -0.037
H 4.9815 -6.7514 -4.4158 -0.135 -0.108 0.088
H 4.2777 -5.2440 -3.7971 -0.007 -0.030 0.055
H 6.0023 -5.5706 -3.6131 0.016 0.111 -0.380
H 5.4453 -2.4074 -7.5646 0.086 0.060 0.047
H 5.1423 -2.6924 -9.2806 -0.274 -0.132 0.127
H 6.2056 -3.7734 -8.4447 0.054 0.002 0.224
H 2.7829 -2.4605 -7.6139 -0.117 0.000 0.018
H 2.0556 -3.9837 -8.1706 0.176 0.202 0.143
H 2.9039 -2.9599 -9.3129 0.321 -0.115 0.038
H 7.2363 -5.9643 -7.5681 -0.096 0.132 0.129
H 6.7182 -7.5882 -8.0110 -0.283 0.144 -0.170
H 6.5592 -7.0928 -6.3596 0.040 0.332 -0.138
H 5.2557 -5.9375 -9.7664 0.095 0.127 -0.076
H 3.6426 -6.3612 -9.1661 0.314 0.153 0.009
H 4.8786 -7.5928 -9.2623 0.104 -0.030 0.058
```
Forces are in eV/Å.

Formula: C32H89N5O11
Source: the OMol25 dataset
Level of theory: ωB97M-V with the def2-TZVPD basis set

## Properties
LUMO level   0.506 eV
SMILES string   COC[C@H](C)N.COC[C@H](C)N.COC[C@H](C)N.COC[C@H](C)N.COCCNCCOC.CCO.CCO.CCO.CCO.CCO
Relative energy (zero: lowest compared OMol25 entry of this formula, charge and spin)   0.0 kcal per mole
Charge   0
Gap between HOMO and LUMO   9.22 eV
Largest force on an atom   2.07 eV/A

```
137
Properties=species:S:1:pos:R:3:forces:R:3
C 8.3815 -6.8710 13.5488 0.714 0.464 0.127
O 7.3550 -6.7609 14.4867 -0.236 -0.006 0.048
C 7.7275 -5.9619 15.5764 0.759 0.155 0.198
C 6.6076 -5.9009 16.5671 -0.154 0.009 0.463
C 5.4648 -5.0930 16.0085 -0.441 0.497 -0.398
N 7.1045 -5.2086 17.7478 -0.120 0.151 0.538
H 9.2698 -7.3466 13.9963 -0.153 -0.138 -0.150
H 8.7146 -5.8734 13.2156 -0.153 -0.153 -0.116
H 8.0238 -7.4410 12.7027 -0.047 -0.149 -0.132
H 8.6409 -6.3504 16.0730 -0.220 -0.152 -0.198
H 7.9885 -4.9267 15.2841 -0.155 -0.221 -0.205
H 6.2748 -6.9169 16.8139 -0.009 -0.114 -0.242
H 5.2123 -5.3594 14.9798 0.015 -0.235 0.164
H 5.7680 -4.0400 15.9829 -0.038 -0.047 0.101
H 4.5553 -5.1657 16.6123 0.045 -0.053 0.040
H 6.3574 -5.1296 18.4428 0.341 0.072 -0.170
H 7.8236 -5.7425 18.2313 -0.066 -0.044 -0.222
C 0.1283 0.7046 17.3765 0.266 0.619 0.354
O -1.0856 0.2581 16.8439 -0.249 -0.069 -0.041
C -0.9735 -0.1147 15.4943 -0.060 0.072 0.015
C -2.3242 -0.6419 15.0689 -0.629 0.337 -1.100
C -2.7471 -1.8494 15.8793 -0.263 0.147 0.368
N -2.3098 -0.9952 13.6324 0.442 -0.482 -0.054
H 0.4940 1.6326 16.9031 -0.016 -0.309 -0.303
H 0.8921 -0.0732 17.3147 0.127 0.074 0.094
H -0.0447 0.9963 18.4116 0.011 -0.375 0.100
H -0.6953 0.7700 14.8998 0.050 -0.169 -0.104
H -0.2088 -0.9001 15.3617 -0.050 0.142 -0.010
H -3.0601 0.1686 15.1838 0.182 -0.094 0.414
H -1.9268 -2.5669 15.9697 -0.020 0.003 0.061
H -3.6046 -2.3579 15.4375 0.043 0.073 -0.225
H -3.0747 -1.5158 16.8670 0.255 -0.149 0.079
H -3.2198 -0.9225 13.2036 -0.080 0.080 0.090
H -1.6479 -0.4901 13.0553 -0.038 0.201 0.250
C 4.3815 -8.3860 21.6559 -0.123 0.199 -0.480
O 4.6033 -7.8475 20.3594 0.492 -0.741 0.294
C 3.9737 -6.6365 20.1791 -0.986 1.167 -0.864
C 4.5873 -5.4835 20.9443 0.919 -0.016 0.503
C 3.9088 -4.1577 20.6225 0.298 0.068 0.617
N 6.0352 -5.3799 20.5793 -0.719 0.135 0.201
H 4.8004 -7.7493 22.4415 0.117 -0.165 -0.010
H 4.8612 -9.3561 21.6318 -0.018 -0.160 0.316
H 3.3026 -8.4784 21.8393 0.090 -0.148 0.027
H 3.9938 -6.3609 19.1121 0.380 -0.304 0.102
H 2.8889 -6.7232 20.3778 0.169 0.064 0.399
H 4.5333 -5.6671 22.0362 -0.393 0.041 -0.367
H 2.8206 -4.2091 20.6353 -0.008 -0.158 -0.089
H 4.2595 -3.7670 19.6677 -0.095 -0.131 0.005
H 4.1894 -3.4525 21.4122 -0.021 0.160 -0.241
H 6.5397 -6.2312 20.8131 -0.213 0.052 0.002
H 6.4526 -4.6196 21.1105 0.003 -0.133 -0.095
C -0.9878 -7.7719 15.2277 -0.711 0.173 0.600
O -0.9902 -6.4224 14.8046 0.640 0.247 0.087
C -1.5561 -6.1771 13.5407 -0.981 -0.149 -0.360
C -1.9818 -4.7269 13.3914 0.208 -0.010 0.549
C -2.7625 -4.5611 12.1014 -0.498 -0.458 -0.012
N -0.8577 -3.7586 13.3988 -1.382 0.622 0.845
H -0.4526 -8.4612 14.5710 0.058 0.192 -0.106
H -2.0312 -8.1050 15.3705 0.227 -0.102 -0.279
H -0.5532 -7.7641 16.2277 0.252 -0.142 -0.155
H -0.9082 -6.4777 12.7051 0.151 -0.050 0.218
H -2.4957 -6.7563 13.4801 0.270 -0.087 -0.145
H -2.6782 -4.5241 14.2303 0.188 -0.063 -0.106
H -3.5613 -5.3121 12.0406 0.153 0.022 0.014
H -2.1241 -4.6904 11.2269 0.039 0.209 -0.003
H -3.2778 -3.6021 12.0815 0.278 0.185 -0.144
H -0.4679 -3.6813 14.3558 -0.012 -0.421 -0.689
H -1.4235 -2.8752 13.3991 1.022 -0.248 -0.549
C 2.8061 -2.0851 15.9267 -0.089 -0.774 -0.686
O 3.6172 -1.1926 16.6340 0.245 0.102 0.008
C 3.6135 -1.4728 18.0185 -0.133 -0.254 -0.024
C 4.1848 -0.2796 18.7219 -0.169 0.816 -0.645
N 3.2286 0.8337 18.7278 -0.024 -0.216 0.250
C 3.7207 1.9873 19.4506 0.104 0.378 -0.325
C 2.8234 3.1783 19.2243 0.004 -0.250 0.712
O 2.8914 3.5589 17.8837 0.497 -0.664 -0.092
C 2.5620 4.8854 17.7106 -0.702 0.776 -0.846
H 2.9600 -3.1326 16.2308 -0.127 0.233 0.212
H 3.0733 -2.0834 14.8665 0.038 0.373 0.092
H 1.7426 -1.8334 16.0093 0.040 -0.122 0.160
H 4.2362 -2.3496 18.2560 -0.111 0.013 -0.339
H 2.5758 -1.6866 18.3173 0.146 0.077 0.304
H 5.0710 0.0216 18.1323 0.145 -0.242 0.413
H 4.4822 -0.5291 19.7378 -0.033 0.037 0.129
H 3.0760 1.1347 17.7672 0.016 -0.214 0.069
H 4.7281 2.2897 19.1006 -0.065 -0.116 0.274
H 3.7490 1.8185 20.5291 0.109 -0.310 -0.011
H 3.1800 3.9968 19.8652 -0.072 -0.002 -0.018
H 1.7884 2.9437 19.5077 -0.005 0.007 0.026
H 1.4736 5.0349 17.7521 0.021 0.091 0.178
H 2.8765 5.1607 16.7054 0.087 0.182 0.021
H 3.0387 5.5330 18.4493 0.102 0.079 0.008
C -1.3723 -8.4533 18.8645 0.049 0.281 0.230
C -1.5427 -8.4406 20.3838 0.691 -0.288 -0.797
O -2.7888 -7.9402 20.7792 -0.485 0.301 0.177
H -0.4183 -8.9065 18.5862 -0.074 -0.123 0.013
H -1.3513 -7.4196 18.5059 -0.158 -0.095 -0.082
H -2.1930 -8.9842 18.3754 0.080 -0.009 -0.049
H -0.7744 -7.7730 20.7758 -0.109 -0.031 0.329
H -1.3636 -9.4460 20.7814 -0.046 0.027 0.106
H -3.4774 -8.3817 20.2687 0.047 0.022 0.044
C 1.3112 -5.1844 18.1578 0.246 -0.864 -0.355
C 0.0709 -4.6433 17.4887 0.304 0.332 -1.342
O 0.3518 -4.2873 16.0691 -0.811 -1.159 1.517
H 1.5818 -6.1467 17.6967 -0.101 0.116 0.079
H 1.1459 -5.3899 19.2192 0.009 0.225 -0.021
H 2.1920 -4.5586 18.0101 -0.199 0.313 0.189
H -0.3100 -3.7695 18.0141 0.034 0.157 -0.245
H -0.7206 -5.4049 17.4739 0.044 0.167 0.159
H -0.0629 -5.0522 15.5995 0.547 0.564 0.055
C 2.9739 -5.1753 13.1499 -0.642 -0.982 0.985
C 2.0167 -5.5933 12.0491 0.229 -0.113 -1.153
O 1.2535 -4.5263 11.5118 -1.078 -0.235 0.744
H 3.2690 -4.1385 13.0624 0.324 0.083 -0.268
H 3.8085 -5.8819 13.1814 0.246 0.378 -0.177
H 2.5074 -5.2992 14.1405 -0.069 0.293 -0.186
H 1.3761 -6.4438 12.3268 0.031 0.191 0.335
H 2.5896 -5.9852 11.1951 0.054 0.157 0.168
H 0.4345 -4.4200 12.0727 0.958 0.425 -0.392
C -4.5382 -4.6899 16.9101 0.252 -0.397 0.347
C -3.8611 -6.0109 17.2922 -0.634 -0.346 -0.659
O -4.7192 -7.1745 17.1012 0.545 0.454 0.543
H -5.5363 -4.6234 17.3439 -0.060 -0.093 -0.081
H -4.5851 -4.5968 15.8232 -0.147 0.070 0.037
H -3.9688 -3.8441 17.3047 0.071 -0.110 -0.133
H -3.5951 -6.0315 18.3500 0.038 -0.013 -0.078
H -2.9597 -6.1430 16.6718 -0.069 0.070 0.306
H -5.2433 -7.0986 16.3025 0.065 0.276 -0.208
C -1.3884 -3.7429 20.5634 -0.008 0.046 -0.820
C -2.7623 -3.5925 21.1638 0.179 0.235 1.634
O -2.7073 -2.5237 22.1525 0.308 -0.029 -0.775
H -1.3600 -4.6304 19.9189 -0.034 0.043 0.162
H -0.6042 -3.8265 21.3092 -0.081 -0.075 0.251
H -1.1422 -2.8926 19.9221 -0.038 0.073 0.123
H -3.0188 -4.5124 21.7043 -0.157 0.006 -0.366
H -3.5246 -3.3567 20.4208 0.003 -0.091 -0.085
H -3.2779 -2.7007 22.8993 -0.223 -0.247 -0.051
```
Forces are in eV/Å.